# 1
C3H5NdO3 as an isolated structure at a distorted geometry, computed with ωB97M-V with the def2-TZVPD basis set.

## Properties
**Calculated total energy**: -24601.70506 eV
**Charge**: +1
**Orbital gap (spin up / spin down)**: 7.026 / 7.604 eV
**2S+1**: 5

CARTESIAN COORDINATES (ANGSTROEM)
O -1.2774 -0.1476 0.9077
C 0.5668 -1.3507 -1.0331
C -0.5381 1.0132 0.7931
O 1.3711 -1.7598 -1.8359
O -0.0286 -0.1911 -1.2293
C 0.3641 0.9348 -0.4295
H 0.1206 1.2359 1.6567
H -1.2055 1.8904 0.6787
H 1.4226 0.8420 -0.1441
H 0.2376 1.8163 -1.0699
H 0.3805 -1.9854 -0.0849
Nd -1.4139 -2.2980 1.7905

=====

# 2
One molecule with the formula CClF2N at a distorted geometry, computed with ωB97M-V with the def2-TZVPD basis set.

## Properties
**Calculated total energy**: -20480.27144 eV
**Orbital gap**: 11.851 eV
**2S+1**: 1
**SMILES string**: F/N=C(/F)Cl

CARTESIAN COORDINATES (ANGSTROEM)
F -1.8889 -0.8153 0.0002
N -0.9548 0.2291 0.0774
C 0.2545 0.0568 -0.0828
F 1.0516 1.4632 0.0065
Cl 1.5376 -0.9338 -0.0013

=====

# 3
C17H24F6MoNO8S2 as an isolated structure at a distorted geometry, computed with ωB97M-V with the def2-TZVPD basis set.

## Properties
**Calculated total energy**: -75712.16762 eV
**Charge**: +1
**Orbital gap (spin up / spin down)**: 7.375 / 7.294 eV
**2S+1**: 3

CARTESIAN COORDINATES (ANGSTROEM)
Mo 9.3821 9.0602 8.5301
F 9.2538 8.7858 13.5884
C 8.5289 7.8647 13.0090
F 7.4083 7.6312 13.6741
F 9.2358 6.7392 12.9380
S 8.0113 8.5461 11.4076
O 9.2541 8.7002 10.6319
O 7.3314 9.7218 11.7708
N 7.0881 7.4560 10.7997
S 7.3147 6.6028 9.5269
O 6.0916 5.9939 9.1706
O 8.1716 7.3090 8.5186
C 8.4338 5.2522 9.9822
F 8.1554 4.6948 11.1349
F 9.6599 5.7559 10.0403
F 8.3608 4.3801 9.0007
C 15.0512 6.8165 7.8214
C 13.7063 7.2414 7.2994
C 12.6524 6.3603 7.3148
C 11.4225 6.6896 6.7460
C 10.4144 5.6313 6.5369
C 11.2559 7.9656 6.2398
C 12.3208 8.8821 6.2047
C 12.1379 10.2672 5.6692
C 13.5529 8.4944 6.6954
C 9.9054 8.4100 5.7257
O 9.3851 8.1742 4.6850
O 9.2685 9.1791 6.6446
H 14.9811 6.1444 8.6724
H 15.6685 7.6655 8.1152
H 15.5986 6.2790 7.0510
H 12.7730 5.3809 7.7482
H 10.4505 4.8945 7.3455
H 10.6051 5.1042 5.6041
H 9.3866 5.9835 6.4892
H 11.4023 10.8464 6.2459
H 11.7827 10.2432 4.6390
H 13.1000 10.7859 5.6784
H 14.4234 9.1588 6.6244
C 6.2156 9.0170 6.5264
C 6.2691 9.3241 8.0048
O 7.5402 9.9351 8.4812
C 7.6283 11.3996 8.3056
C 8.3619 12.0709 9.4401
H 5.1928 8.9343 6.1760
H 6.7377 8.1153 6.2314
H 6.6820 9.8255 5.9520
H 6.0566 8.4640 8.6418
H 5.5116 10.0642 8.3109
H 6.6061 11.7478 8.2651
H 8.0703 11.5439 7.3337
H 7.8628 11.8948 10.3847
H 8.3785 13.1378 9.2442
H 9.4094 11.7437 9.5356
C 12.0336 10.1880 9.5346
O 10.9384 9.6094 8.9256
H 12.8111 9.4343 9.5197
H 11.7132 10.4619 10.5309
H 12.2441 11.0556 8.9158

=====

# 4
A 11-piece molecular cluster, C48H44N4O22 overall at a distorted geometry, computed with ωB97M-V with the def2-TZVPD basis set.

## Properties
**Calculated total energy**: -101457.93071 eV
**Orbital gap**: 6.256 eV
**2S+1**: 1

CARTESIAN COORDINATES (ANGSTROEM)
C 5.2362 2.7641 0.9845
C 5.0268 3.9862 0.0306
O 5.2562 5.1571 0.3981
N 4.3496 3.7846 -1.3081
H 4.0279 2.8911 -1.5019
H 3.2813 4.0474 -1.0355
C 4.8936 4.8169 -2.3511
H 5.8953 3.0223 1.8315
H 5.7264 1.9670 0.3275
H 4.2414 2.1576 1.1630
H 4.8438 5.7053 -1.9267
H 4.1403 4.5724 -3.1267
H 5.9117 4.3843 -2.5855
C -1.0214 -0.0040 -1.3078
C -0.4209 -0.1421 0.1672
O -0.9552 -1.0091 0.9059
N 0.6160 0.7583 0.7371
H 1.3669 0.8737 0.1124
H 0.1263 1.7339 0.7244
C 1.0165 0.3296 2.1718
H -1.7150 0.8695 -1.4353
H -1.5818 -0.9730 -1.6870
H -0.0569 0.1915 -1.8039
H 1.7800 1.0525 2.3348
H 1.2750 -0.4975 2.7146
H 0.3216 0.5385 2.7856
N 3.7313 0.3669 -1.0958
O 3.9716 -0.3984 -0.2146
O 2.7368 1.1464 -0.9937
O 4.6913 0.7466 -1.7724
N 1.0641 3.8209 0.0726
O 1.7433 4.3091 -0.8765
O 1.6546 3.2644 1.0504
O -0.0018 3.2680 -0.1320
C -4.6175 0.1786 2.4447
C -5.8022 0.5787 1.6628
C -5.8162 1.9592 0.9605
O -6.9090 2.3328 0.3685
C -4.5495 2.6528 0.8928
C -3.2831 2.2363 1.6851
C -3.3644 0.9471 2.5612
O -2.4001 0.5316 3.1821
H -4.6716 -0.8994 2.7562
H -6.7795 0.0086 1.6825
H -4.2720 3.2826 0.0178
H -2.4457 2.8948 1.6233
C 0.1447 -4.8995 0.0941
C 0.2464 -5.7644 1.2998
C 1.4108 -5.4043 2.2196
O 1.8021 -6.2107 3.2074
C 2.1291 -4.1420 1.9849
C 1.9481 -3.4926 0.7815
C 0.9430 -3.6702 -0.2650
O 0.7734 -3.0432 -1.2958
H -0.8144 -5.3838 -0.5442
H -0.4103 -6.7065 1.3767
H 2.9317 -3.8341 2.6922
H 2.3098 -2.3845 0.8063
C 1.5107 -3.7847 -6.6623
C 0.0281 -4.1953 -6.2580
C -0.7654 -3.1976 -5.4149
O -1.9404 -3.5215 -5.1873
C 0.0545 -2.2151 -4.6878
C 1.5012 -2.0053 -4.9520
C 2.1672 -2.7453 -6.0014
O 3.3409 -2.4382 -6.2759
H 2.0703 -4.3034 -7.4782
H -0.3839 -4.8911 -6.9820
H -0.5836 -1.6968 -3.7838
H 2.1255 -1.2163 -4.4482
C -0.3541 -4.6508 5.3446
C 0.8298 -3.6693 5.2826
C 0.5540 -2.1066 5.2438
O 1.4083 -1.3025 5.0388
C -0.8779 -1.8150 5.2737
C -1.8957 -2.7685 5.4427
C -1.7020 -4.1787 5.6255
O -2.5633 -4.9183 5.9874
H -0.1751 -5.7432 5.3640
H 1.7587 -4.1010 5.0294
H -1.2658 -0.6102 5.0997
H -2.9205 -2.3988 5.4395
C -5.1166 -2.2860 -3.2151
C -6.4742 -2.6700 -2.6427
C -7.4381 -1.4693 -2.1404
O -8.5648 -1.6980 -1.7807
C -6.8536 -0.1334 -2.2102
C -5.4949 0.0583 -2.6230
C -4.5744 -1.0645 -3.0588
O -3.4147 -0.7655 -3.5696
H -4.6188 -3.2433 -3.4244
H -6.8811 -3.6687 -2.5209
H -7.4907 0.7559 -1.6312
H -5.0753 0.9861 -2.9107
C 5.0563 4.0331 5.9713
C 4.9405 3.1098 4.7703
C 4.0958 1.7423 4.8911
O 3.9297 1.0178 3.8833
C 3.4779 1.5206 6.1337
C 3.5347 2.5155 7.1828
C 4.2850 3.7443 7.1418
O 4.2268 4.4657 8.1364
H 5.6955 4.9134 5.8052
H 5.5298 3.2493 3.8455
H 2.6271 0.6446 6.0647
H 2.8696 2.2329 8.0644
C -2.4567 1.5809 -6.3577
C -0.9254 1.2411 -6.0721
C -0.3873 1.7637 -4.7650
O 0.8446 1.4205 -4.4366
C -1.1998 2.6611 -3.9155
C -2.6051 2.9339 -4.2375
C -3.1832 2.4466 -5.5044
O -4.2813 2.9557 -5.8042
H -2.9660 1.1709 -7.4038
H -0.5795 0.5887 -6.7927
H -0.8791 3.0387 -3.0155
H -3.2498 3.4107 -3.4506

=====

# 5
A 2-piece molecular cluster, C4H8Cl4 overall at a distorted geometry, computed with ωB97M-V with the def2-TZVPD basis set.

## Properties
**Calculated total energy**: -54367.76581 eV
**Orbital gap**: 11.047 eV
**2S+1**: 1
**SMILES string**: ClCCCl.ClCCCl

CARTESIAN COORDINATES (ANGSTROEM)
Cl 0.6815 2.2415 1.3413
C -0.0132 2.4275 -0.2851
C 0.5797 1.5569 -1.3426
Cl 2.3201 1.8992 -1.5365
H 0.0571 3.4957 -0.4754
H -1.0675 2.1826 -0.1395
H 0.1327 1.7202 -2.3202
H 0.4550 0.5048 -1.0930
Cl -1.5923 -1.9266 -1.0222
C -0.6024 -2.6089 0.2940
C -0.0263 -1.5752 1.2339
Cl -1.2120 -0.4187 1.8996
H 0.2564 -3.1312 -0.1308
H -1.1857 -3.3729 0.8016
H 0.7056 -0.9547 0.7173
H 0.5113 -2.0402 2.0575

=====

# 6
A 2-piece molecular cluster, C3H10NO2Si overall at a distorted geometry, computed with ωB97M-V with the def2-TZVPD basis set.

## Properties
**Calculated total energy**: -16728.34960 eV
**Charge**: +1
**Orbital gap**: 8.581 eV
**2S+1**: 1

CARTESIAN COORDINATES (ANGSTROEM)
C 0.8221 -0.7812 -2.5367
C 0.6623 0.2593 -1.8033
C -1.2720 -1.3093 0.3718
N -0.6742 -2.7063 0.6000
O 1.0315 3.5942 1.8376
O 0.2426 1.0887 1.0814
Si -0.1367 0.1046 -0.0891
H 1.5374 -0.8111 -3.3318
H 0.2706 -1.6589 -2.3224
H 1.2377 1.0561 -2.1035
H -1.6835 -0.9536 1.3390
H -1.9276 -1.5255 -0.4622
H -1.3749 -3.4689 0.6093
H -0.1265 -2.5102 1.4048
H 0.8206 3.6784 2.7898
H 1.1642 4.5360 1.6005
H 0.6761 1.8611 1.3669

=====

Number 5 is which compound? C4H8Cl4